Record 1
The following is a quantum chemistry calculation of a structure of composition C37H37F3N2OSSbV, from OMol25.

Values from the calculation:
Relative energy (zero: lowest compared OMol25 entry of this formula, charge and spin): 16.78 kcal/mol
HOMO (alpha / beta): -9.926 / -9.446 eV
E: -95202.915 eV
Multiplicity: 2
Orbital gap (alpha / beta): 7.2 / 6.7 eV
Net charge: +1

XYZ file:
```
83
Properties=species:S:1:pos:R:3:forces:R:3
V -0.310714 -0.373011 -0.204141 1.9 -0.4 1.0
C 1.932164 2.728756 -0.251000 -0.1 -0.1 0.2
C 1.529802 1.372563 -0.836437 0.0 0.1 -0.6
C 1.078942 1.523411 -2.284095 -0.1 -0.1 0.0
C 1.991134 2.136395 -3.135174 0.0 0.0 0.0
C 1.632218 2.513642 -4.412290 0.0 0.0 0.0
C 0.326639 2.313792 -4.820186 0.1 -0.1 0.0
C -0.603374 1.632447 -4.041574 0.0 0.0 0.0
C -2.001772 1.552274 -4.623926 0.0 0.1 0.2
C -3.062741 2.207915 -3.735546 0.0 -0.1 -0.1
C -0.196446 1.152144 -2.771304 0.3 0.2 -0.3
N -0.929793 0.247186 -1.956755 -0.9 0.1 -1.0
C -1.933113 -0.489105 -2.379799 0.1 0.0 -0.1
C -2.366463 -1.541069 -1.560198 -0.3 -0.4 0.0
C -3.398123 -2.485825 -1.686547 0.1 0.2 -0.2
C -3.281277 -3.332688 -0.593024 0.0 0.0 0.2
C -2.200389 -2.865072 0.169511 -0.2 -0.1 -0.1
N -1.638816 -1.788895 -0.403168 -1.0 -0.9 -0.2
H 2.201166 2.627962 0.802191 0.0 0.0 0.0
H 1.113698 3.441433 -0.341719 0.0 0.0 0.0
H 2.791126 3.132816 -0.780534 0.0 0.0 0.0
H 0.729126 1.005030 -0.175923 0.9 1.1 0.4
H 2.374016 0.686086 -0.761428 -0.1 -0.2 0.1
H 2.994173 2.333893 -2.777784 0.0 0.0 0.0
H 2.346880 2.992748 -5.067845 0.0 0.0 0.0
H 0.018751 2.685537 -5.789185 0.0 0.0 0.0
H -2.286178 0.530387 -4.879915 0.0 0.0 -0.1
H -1.982694 2.080408 -5.576400 0.0 0.0 0.0
H -3.125483 1.731304 -2.756968 0.0 0.1 0.0
H -4.041595 2.149622 -4.212057 0.0 0.0 0.1
H -2.821230 3.260016 -3.584225 0.0 0.0 0.1
H -2.398641 -0.370989 -3.346256 0.0 0.1 0.0
H -4.132322 -2.524492 -2.476526 0.0 0.0 0.0
H -3.902400 -4.181040 -0.354638 0.0 0.0 0.0
H -1.821992 -3.285416 1.088646 0.0 0.0 0.0
F -1.070070 2.163654 8.326815 0.0 0.0 0.0
C -1.012772 1.519817 7.154632 0.0 -0.1 -0.1
C -0.067577 0.524237 6.985446 0.0 0.0 0.1
C -0.018546 -0.139021 5.769989 -0.1 0.0 -0.1
C -0.887023 0.205202 4.736450 0.0 -0.1 -0.3
C -1.835249 1.201178 4.941915 0.1 0.0 0.0
C -1.901954 1.867873 6.156281 -0.1 0.1 0.0
Sb -0.811604 -0.926991 2.912761 0.2 0.3 0.3
C 1.301665 -0.583846 2.571007 -0.4 -0.3 -0.1
C 2.019730 0.475570 3.127682 0.1 0.0 -0.1
C 3.359433 0.663988 2.828538 0.0 0.1 0.1
C 3.979051 -0.219046 1.961627 -0.2 -0.1 0.0
F 5.269412 -0.038083 1.659892 0.1 0.0 0.0
C 3.308596 -1.291703 1.410818 0.1 -0.1 0.0
C 1.969636 -1.473782 1.731476 0.0 0.0 0.1
C -1.353828 0.770186 1.648620 -0.2 -0.1 0.2
C -0.706886 2.004944 1.835043 -0.1 0.1 -0.1
C -1.134066 3.146426 1.191247 0.0 0.0 0.0
C -2.222738 3.056108 0.330829 0.0 -0.2 0.1
F -2.618494 4.150222 -0.319524 0.0 0.1 0.0
C -2.917010 1.881994 0.152326 -0.1 0.0 0.0
C -2.488590 0.737442 0.827457 -0.2 0.1 0.3
H 0.611194 0.281800 7.791934 0.0 0.0 0.0
H 0.708061 -0.931486 5.628735 0.1 0.0 0.0
H -2.526635 1.470567 4.151583 0.0 0.0 0.0
H -2.631611 2.646151 6.335828 0.0 0.0 0.0
H 1.540499 1.157066 3.818271 0.0 0.0 0.1
H 3.925107 1.476157 3.266334 0.0 0.0 0.0
H 3.840381 -1.978572 0.765315 0.0 0.0 0.0
H 1.450629 -2.341222 1.340403 0.0 0.0 0.0
H 0.133829 2.071780 2.512675 0.0 0.0 -0.1
H -0.649546 4.101118 1.346754 0.0 0.0 0.0
H -3.798050 1.869478 -0.475072 0.0 0.0 0.0
H -3.106115 -0.150266 0.774145 0.1 -0.1 -0.1
O 1.113292 -1.519782 -1.160095 0.0 0.4 0.7
S 0.863705 -2.551941 -2.253698 0.1 -0.6 -0.3
C 0.513272 -4.115537 -1.353802 0.0 0.0 -0.2
C 1.720531 -5.036365 -1.506215 0.1 0.1 0.0
C 2.938064 -4.125843 -1.630954 0.0 -0.1 0.0
C 2.552305 -3.094877 -2.678987 -0.2 0.1 0.1
H -0.416430 -4.533779 -1.735986 0.0 0.1 0.1
H 0.362246 -3.795470 -0.325404 0.0 0.1 0.0
H 1.622249 -5.647067 -2.405311 0.0 0.0 0.0
H 1.799238 -5.708434 -0.652330 0.0 0.0 0.0
H 3.833609 -4.672246 -1.924353 0.0 0.0 0.0
H 3.136092 -3.629581 -0.678062 0.0 0.0 0.0
H 2.502638 -3.535210 -3.676408 0.0 0.0 0.0
H 3.176052 -2.202969 -2.700406 -0.1 0.0 -0.1
```
Forces are in eV/Å.



Record 2
The following is a quantum chemistry calculation of a structure of composition C37H28F3N2O6P2S2SeTc, from OMol25.

Values from the calculation:
Relative energy (zero: lowest compared OMol25 entry of this formula, charge and spin): 36.49 kcal/mol
HOMO (alpha / beta): -4.981 / -4.980 eV
E: -170038.100 eV
Multiplicity: 2
Orbital gap (alpha / beta): 6.9 / 6.7 eV
Net charge: -1

XYZ file:
```
82
Properties=species:S:1:pos:R:3:forces:R:3
Tc -0.731825 -0.442207 -0.901823 1.2 1.6 -1.1
N 1.315902 0.310190 1.232218 0.4 0.0 -0.1
P -0.202181 0.859075 1.124695 -0.8 -0.4 0.6
C -1.140552 0.475547 2.649028 0.3 0.0 0.0
C -0.529216 -0.121703 3.740808 0.1 -0.1 -0.2
C -1.260164 -0.396170 4.886283 0.0 -0.1 0.1
C -2.604328 -0.078199 4.942710 -0.1 0.0 0.1
C -3.218013 0.520979 3.850770 -0.1 0.0 0.1
C -2.489685 0.800930 2.714310 -0.1 0.0 -0.1
C -0.298579 2.669237 1.310536 0.1 -0.1 -0.3
C 0.738704 3.367481 1.912964 0.0 0.0 -0.1
C 0.623262 4.732963 2.119194 0.1 0.0 0.1
C -0.524030 5.397006 1.721610 0.0 0.1 0.0
C -1.554267 4.700730 1.110050 -0.1 0.1 0.0
C -1.445206 3.340553 0.898345 0.1 -0.1 -0.1
P 1.541776 -1.025906 -0.138824 -0.4 0.2 0.3
C 2.116034 -2.132558 1.206991 0.3 0.1 -0.1
C 3.269813 -1.809191 1.917981 -0.1 0.1 -0.1
C 3.693770 -2.598586 2.973086 0.1 0.0 0.1
C 2.961917 -3.717018 3.336315 0.0 -0.1 0.1
C 1.823988 -4.052302 2.618268 0.0 -0.1 0.1
C 1.412349 -3.278304 1.545050 -0.1 0.0 0.0
C 2.969825 -0.200825 -0.947759 0.1 0.0 0.1
C 3.343717 -0.568343 -2.240674 -0.1 0.0 -0.1
C 4.380416 0.084593 -2.889717 0.1 0.0 -0.1
C 5.080812 1.098717 -2.258801 0.0 0.0 0.0
C 4.718387 1.475278 -0.976565 0.0 0.0 0.0
C 3.664132 0.844518 -0.335930 0.0 0.0 0.0
H 1.868473 0.423449 2.073286 0.0 -0.1 -0.1
H 0.510601 -0.421195 3.689516 0.0 0.0 0.0
H -0.776239 -0.875854 5.727364 0.0 0.0 0.0
H -3.179352 -0.302209 5.831135 0.0 0.0 0.0
H -4.272541 0.759075 3.879940 0.0 0.0 0.0
H -2.985721 1.251213 1.865495 -0.1 0.0 -0.1
H 1.644479 2.851323 2.202396 0.0 0.0 0.0
H 1.434809 5.276415 2.584204 0.0 0.0 0.0
H -0.612046 6.463140 1.875584 0.0 0.1 0.0
H -2.441034 5.222415 0.778244 0.0 0.0 0.0
H -2.231194 2.808885 0.377082 -0.1 0.0 -0.1
H 3.851037 -0.937974 1.637055 0.0 0.0 0.0
H 4.599786 -2.340081 3.507508 0.0 0.0 0.0
H 3.287269 -4.334501 4.164275 0.0 0.0 0.0
H 1.255991 -4.934012 2.881310 0.0 0.0 0.0
H 0.545680 -3.576300 0.969206 0.0 0.0 0.0
H 2.815462 -1.354967 -2.763807 0.1 0.1 0.1
H 4.634649 -0.207776 -3.901423 0.0 0.0 0.0
H 5.891565 1.603063 -2.767438 0.0 0.0 0.0
H 5.238045 2.283761 -0.477838 0.0 0.0 0.0
H 3.358210 1.202979 0.635500 0.0 0.0 0.0
F 1.052200 4.020496 -4.156875 0.0 -0.1 0.0
C 1.800379 2.893091 -4.218058 0.2 0.4 0.1
F 2.638004 2.944642 -3.170805 0.1 0.0 -0.2
F 2.543127 3.001545 -5.344608 0.0 0.0 0.1
C 0.982387 1.657377 -4.219505 -0.2 0.0 0.3
C 0.641606 1.016768 -5.389810 -0.2 -0.4 -0.2
C -0.192114 -0.097038 -5.357911 0.1 0.2 0.2
C -0.601146 -0.577249 -4.123040 0.0 -0.1 -0.7
N -0.234631 0.024529 -3.009391 -0.2 -0.1 0.5
C 0.450284 1.166090 -3.023619 -0.1 -0.1 -0.3
S 0.397296 1.827071 -1.458155 -0.1 0.1 0.6
H 1.021587 1.391399 -6.330698 0.0 0.0 0.0
H -0.481744 -0.606504 -6.261892 0.0 0.0 -0.1
H -1.211949 -1.459460 -4.006754 0.0 0.0 -0.1
O -4.431600 1.382165 -0.776282 0.5 -0.5 0.0
C -3.685518 0.399294 -0.828977 -0.9 0.5 0.3
O -2.510999 0.450313 -1.345426 0.4 0.1 -0.4
C -4.202871 -0.925402 -0.331838 -0.1 0.0 0.0
C -5.572940 -1.142324 -0.486573 0.1 0.1 -0.1
C -6.166961 -2.315783 -0.074774 -0.1 -0.1 0.0
C -5.387321 -3.292571 0.529145 0.1 -0.1 0.1
C -4.032874 -3.085141 0.713367 -0.1 0.0 0.0
C -3.417028 -1.905755 0.285038 0.0 0.3 0.0
S -1.707243 -1.751783 0.690223 -0.3 -0.8 0.5
H -6.157858 -0.353267 -0.938638 0.0 0.0 0.0
H -7.228878 -2.469042 -0.220862 0.0 0.0 0.0
H -5.835617 -4.221677 0.858570 0.0 0.0 0.0
H -3.423571 -3.838735 1.190551 0.0 -0.1 0.0
O 0.303481 -4.623516 -1.883430 -0.2 -0.9 0.1
Se 0.571528 -3.117795 -2.280822 -0.3 0.5 0.9
O 1.733921 -2.500309 -1.216593 0.1 0.0 -0.1
O -0.800640 -2.199349 -1.939588 -0.1 -0.3 0.2
O 1.053013 -2.809415 -3.761684 0.4 0.1 -1.0
```
Forces are in eV/Å.



Record 3
The following is a quantum chemistry calculation of an isolated molecule of C4H11O2P, from OMol25.

Values from the calculation:
Relative energy (zero: lowest compared OMol25 entry of this formula, charge and spin): 33.68 kcal/mol
HOMO: -7.782 eV
E: -17708.421 eV
Orbital gap: 8.7 eV
SMILES: C=P(C)(OC)OC

XYZ file:
```
18
Properties=species:S:1:pos:R:3:forces:R:3
C -0.050087 0.771958 -1.579870 2.3 -1.3 2.4
C 2.073916 -1.048540 -0.106323 -0.1 -1.5 -2.0
C -1.790033 -1.301317 -0.130378 2.8 -0.5 -0.9
C -0.292181 1.724012 1.379452 1.1 3.3 -1.3
O 1.405321 -0.223265 0.760654 0.6 3.2 0.2
O -0.897479 -0.527827 0.652534 -2.0 -0.8 0.1
P 0.130731 0.518846 0.090633 -0.5 0.6 0.7
H -0.930375 1.254887 -1.806333 -2.0 1.0 -0.5
H 0.807936 1.032084 -2.150802 0.6 0.1 -0.4
H 1.229741 -1.533630 -0.619352 1.0 -1.1 -0.4
H 2.744250 -1.695239 0.422384 0.0 -0.6 0.5
H 2.697092 -0.602220 -0.890281 -0.2 0.7 0.2
H -1.761138 -2.277352 0.261364 0.3 -1.5 0.4
H -1.419778 -1.301831 -1.166659 -0.6 0.0 0.2
H -2.758762 -1.009589 -0.005242 -2.6 1.4 0.0
H -0.329972 1.315340 2.350906 -0.2 -0.7 1.0
H 0.367334 2.658033 1.434087 -0.2 -1.5 -0.2
H -1.226524 2.245655 1.103219 0.0 -0.8 0.1
```
Forces are in eV/Å.



Record 4
The following is a quantum chemistry calculation of a cluster of 3 separate species, C31H55N5O6PS2 in total, from OMol25.

Values from the calculation:
HOMO: -11.007 eV
E: -83720.477 eV
Orbital gap: 7.2 eV
Net charge: +1

XYZ file:
```
100
Properties=species:S:1:pos:R:3:forces:R:3
C 3.297071 0.503924 2.741068 -0.4 -0.1 0.4
C 2.726514 1.552290 2.895574 0.1 0.7 -0.1
C 2.016134 2.845507 3.101159 -0.3 -0.7 0.1
C 0.699949 2.958362 2.287381 0.2 0.4 0.4
C -0.222985 1.728038 2.450527 0.0 0.8 -0.3
C -0.977296 1.255728 1.172552 -2.1 -1.4 1.0
C -2.022310 2.320169 0.707660 0.4 0.7 -0.3
C -1.445985 3.561263 -0.039930 -0.7 0.6 0.6
C -2.445014 4.183366 -1.042422 1.1 0.4 0.0
N -2.461452 3.499915 -2.347444 -0.3 0.3 0.8
C -1.930946 0.166799 1.789553 -1.1 -0.4 0.5
N -2.603656 0.267311 3.022882 1.1 -0.3 -0.5
C -2.030062 -0.263578 3.969839 1.4 0.2 1.1
S -1.071088 -0.791736 5.107512 -1.4 0.4 -1.0
N -2.146460 -0.910557 1.083021 1.7 0.9 0.1
S -3.216835 -2.242519 1.508320 -4.6 -2.7 -0.3
C -2.342939 -3.324814 2.688161 1.2 1.1 -0.4
O -3.505635 -3.039528 0.345795 1.9 1.1 0.1
O -4.450888 -1.720843 2.059491 2.1 0.8 0.6
C -1.383379 -0.784358 -0.230878 -0.2 -0.1 0.6
C -2.514708 -0.366535 -1.224020 -0.2 -0.3 -0.8
C -2.814228 -1.306139 -2.402031 -0.1 0.1 -0.8
C -1.727584 -1.351897 -3.486133 -0.4 -0.7 -0.2
O -1.634369 -0.146543 -4.250717 0.2 -0.1 0.6
P -0.373594 -2.377906 -0.501605 0.1 -2.1 -1.6
N -1.056952 -3.577930 -1.255501 0.2 0.4 0.4
C -0.268219 0.288980 0.121971 -0.5 0.5 0.1
N 0.814687 -0.385272 0.812620 -0.1 -0.4 -0.3
C 0.197884 0.797359 -1.270219 0.6 -0.2 0.0
C 1.697813 1.036981 -1.496419 0.6 0.5 -0.9
C 2.362543 2.148688 -0.669618 -0.6 0.3 -0.1
O 2.436441 -0.185888 -1.495333 -0.4 0.6 0.4
C 3.615062 -0.114856 -2.294865 0.7 -1.2 0.1
C 4.672364 -0.959639 -1.586787 0.1 -0.3 -0.1
C 4.523678 -2.360779 -1.654685 0.4 0.0 0.3
C 5.411865 -3.231025 -1.005373 0.1 1.2 0.2
C 6.477677 -2.675034 -0.264649 -0.7 0.1 -0.5
C 6.640789 -1.281630 -0.206763 -0.3 -0.5 0.0
C 5.740831 -0.418264 -0.860236 0.0 -0.8 0.1
H 3.683939 -0.494819 2.738063 0.2 0.3 -0.2
H 1.733299 2.896355 4.162740 0.2 0.0 -0.2
H 2.654116 3.717536 2.923953 0.0 -0.3 -0.1
H 0.875962 3.251555 1.249266 0.1 -0.4 0.2
H 0.183459 3.827460 2.722876 0.1 -0.2 -0.2
H 0.270378 0.886797 2.952898 0.2 0.3 -0.3
H -1.006355 2.038385 3.158671 0.1 -0.1 -0.3
H -2.846635 1.914386 0.108710 0.4 -0.3 0.1
H -2.488328 2.706465 1.626621 0.0 -0.2 -0.2
H -0.455570 3.413882 -0.482510 -0.3 -0.1 -0.2
H -1.303680 4.342928 0.722201 0.2 -0.2 -0.2
H -3.437548 4.308608 -0.582248 0.2 -0.3 0.0
H -2.069844 5.207175 -1.205634 -0.2 -0.2 0.0
H -3.418091 3.504764 -2.676157 0.1 -0.3 -0.4
H -2.132196 2.548412 -2.252496 -0.3 -0.1 -0.2
H -2.824492 -3.302347 3.666239 -0.1 0.1 -0.3
H -2.256089 -4.318303 2.239787 -0.5 0.2 -0.1
H -1.316371 -2.932853 2.752304 -0.3 -0.1 0.3
H -3.455951 -0.260759 -0.665709 0.3 -0.1 0.0
H -2.352753 0.629799 -1.658938 0.3 -0.3 0.2
H -3.721323 -0.913463 -2.891873 0.2 0.0 0.2
H -3.059373 -2.335280 -2.125985 0.2 0.3 0.4
H -0.751131 -1.629202 -3.061601 -0.1 0.4 -0.2
H -1.971542 -2.179590 -4.172969 0.1 0.1 0.3
H -2.051148 -0.353431 -5.086837 0.0 0.3 -0.2
H -0.050348 -2.809189 0.818120 -0.2 0.7 -0.1
H 0.816238 -2.022861 -1.185077 -0.2 0.5 0.7
H -0.506507 -3.816346 -2.073903 -0.2 0.0 -0.1
H 0.532590 -0.817269 1.684825 -0.1 0.1 0.1
H 1.595388 0.224244 1.033588 0.0 -0.1 -0.2
H -0.331711 1.688686 -1.622123 0.1 -0.2 0.4
H -0.062626 0.023852 -2.007873 0.1 0.2 0.2
H 1.766407 1.389735 -2.544295 -0.4 0.1 0.3
H 2.374100 1.983804 0.411596 0.2 -0.2 -0.3
H 1.787708 3.075363 -0.842181 0.2 -0.2 0.0
H 3.376256 2.368780 -1.021683 -0.2 -0.3 0.2
H 3.962274 0.904153 -2.493206 -0.1 -0.1 0.2
H 3.413369 -0.608048 -3.260032 -0.1 0.3 0.1
H 3.690628 -2.782589 -2.214487 0.1 0.1 0.0
H 5.258421 -4.305877 -1.049607 0.1 0.2 0.0
H 7.145421 -3.357490 0.254692 0.1 0.3 0.0
H 7.465178 -0.894285 0.387841 -0.2 0.1 -0.2
H 5.881767 0.656095 -0.774781 -0.1 -0.1 -0.1
C -0.776103 2.987359 6.831053 0.0 0.0 0.0
C 0.640473 3.436212 7.134531 -0.2 0.3 -0.1
O 1.172003 4.203346 6.053021 0.1 -0.2 -0.1
H -0.794540 2.390409 5.915639 0.0 -0.1 0.0
H -1.184373 2.391006 7.648524 0.0 0.0 0.0
H -1.429056 3.848065 6.668061 0.0 0.0 0.1
H 1.293672 2.575500 7.273929 0.1 0.1 -0.1
H 0.669503 4.039887 8.045684 0.0 -0.1 0.1
H 0.606672 4.972561 5.935192 0.0 0.1 0.0
C -3.373980 -4.705419 -6.714476 0.0 0.1 0.0
C -1.898229 -4.962189 -6.472788 -0.3 -0.1 0.2
O -1.498681 -4.486402 -5.186474 0.1 0.2 -0.1
H -3.592572 -3.638615 -6.641717 0.0 0.0 -0.1
H -3.677212 -5.058997 -7.700763 0.0 0.0 0.0
H -3.982544 -5.211319 -5.961010 0.0 -0.1 -0.1
H -1.293483 -4.440302 -7.212986 0.1 0.0 0.1
H -1.677534 -6.031688 -6.539667 0.0 0.0 -0.1
H -2.022087 -4.953814 -4.527854 0.0 0.0 0.0
```
Forces are in eV/Å.



Question: Which value of E does entry 3 give?
Answer: -17708.421 eV



Question: Which of these has the lowest E?
Answer: C37H28F3N2O6P2S2SeTc